Molecular formula: C21H42MgN5O9P2S3
Method: DFT, ωB97M-V/def2-TZVPD

ORCA input file:
```
! wB97M-V def2-TZVPD RIJCOSX def2/J DEFGRID3
* xyz 1 1
S -9.22808 -8.23096 -13.90761
S -7.03794 -14.26364 -14.27813
S -9.04519 -12.54473 -12.00265
P -3.75857 -8.37524 -15.51521
P -5.16094 -9.49586 -11.08525
Mg -6.45396 -9.71528 -14.33190
O -8.12774 -13.43038 -11.25688
O -2.52505 -9.26064 -15.70373
O -5.66252 -9.60548 -12.52235
O -7.75201 -8.26522 -14.23203
O -9.32308 -11.34795 -11.23307
O -4.88963 -9.38807 -15.55884
O -3.76762 -7.46737 -16.80125
O -5.77610 -8.52273 -10.15341
O -3.67372 -7.45681 -14.32640
N -3.36511 -7.79360 -11.72260
N -14.16479 -15.34656 -12.89152
N -6.48430 -11.22743 -9.47422
N -6.69584 -11.67385 -14.87296
N -8.42494 -11.93774 -13.42224
C -5.23581 -11.16585 -10.30700
C -3.36506 -9.20343 -11.19735
C -0.59551 -8.10049 -14.85086
C -1.08736 -9.13208 -15.88047
C -0.81651 -8.52504 -17.21810
C -10.78753 -14.57507 -11.59165
C -4.03066 -6.36295 -18.79903
C -9.74964 -6.73229 -14.70927
C -4.95011 -8.64829 -18.48850
C -6.16029 -12.43582 -15.87247
C -10.54615 -13.41608 -12.30895
C -6.25645 -13.81550 -15.74506
C -7.45073 -12.50766 -14.03830
C -11.51724 -12.84894 -13.16792
C -5.99790 -6.65132 -17.19962
C -12.02356 -15.20273 -11.72358
C -12.98222 -14.74362 -12.67544
C -4.76215 -7.30761 -17.84347
C -9.23149 -8.03143 -12.15006
C -12.67281 -13.57529 -13.43365
C -0.52506 -10.51907 -15.71774
H -2.88504 -9.80306 -11.99098
H -8.99444 -5.90992 -14.53783
H -1.33017 -7.26412 -14.83888
H -13.36634 -13.27403 -14.20517
H -3.10823 -6.86355 -19.17828
H -4.26437 -7.32278 -11.53557
H -5.60933 -5.98767 -16.44457
H -2.91855 -9.28751 -10.21625
H -6.31447 -11.71983 -8.58008
H -5.27730 -11.91864 -11.14080
H -1.23343 -7.51051 -17.40157
H -6.85348 -10.25089 -9.37516
H -14.83279 -14.84747 -13.47571
H -12.24073 -16.10895 -11.18321
H -4.65224 -6.01366 -19.67456
H -10.77420 -6.44567 -14.41386
H -11.31123 -11.92113 -13.66935
H -10.10933 -7.42901 -11.83567
H -2.57021 -7.18508 -11.36914
H -10.00998 -14.96036 -10.88626
H 0.41640 -7.67734 -15.01804
H -8.22361 -7.65106 -11.85667
H -4.35339 -11.38985 -9.69765
H -3.95412 -9.04639 -18.81783
H -3.63636 -5.41184 -18.38983
H -0.60722 -10.81875 -14.64790
H -1.31372 -9.09963 -18.02716
H -14.60922 -15.90358 -12.19009
H -5.64662 -8.65793 -19.34086
H -7.22148 -11.80288 -9.90623
H -5.70357 -14.62363 -16.28691
H 0.56744 -10.50242 -15.95120
H -1.03825 -11.22784 -16.40237
H -6.61560 -6.06582 -17.86461
H -0.57484 -8.45700 -13.78457
H -9.30187 -9.04870 -11.75857
H -5.40330 -9.38308 -17.75734
H 0.25123 -8.48536 -17.39385
H -3.40497 -7.73148 -12.78558
H -9.86133 -7.14373 -15.78009
H -6.67802 -7.36455 -16.71104
H -5.65502 -11.97759 -16.68908
*
```

Calculated values
Electronic energy = -104867.7158 eV
Frontier orbital gap = 7.00 eV
Relative energy (zero: lowest compared OMol25 entry of this formula, charge and spin) = 57.2 kJ/mol
HOMO = -9.3 eV